No. 1
Molecular formula: C32H32HfN6O6S2SeSi2
Method: DFT, ωB97M-V with the def2-TZVPD basis set

Last column: Mulliken charge in e.
Element x y z (Å)
C  -2.52  3.41  0.34  0.4007
O  -0.42  -2.56  0.23  -0.8216
Si  -3.31  1.71  0.28  0.0488
H  0.47  -7.34  -0.09  0.4900
H  4.27  -0.52  -2.78  0.5166
O  0.23  -0.49  -1.64  -0.7152
C  -1.78  6.09  0.67  -0.8541
N  4.04  3.10  -5.52  -0.5397
C  1.54  3.12  0.09  -1.0520
N  -2.21  0.35  0.16  0.8378
H  1.56  3.20  -4.60  0.3009
N  2.63  0.31  2.02  0.0816
N  1.86  0.03  -0.11  0.3424
H  1.30  2.96  -0.97  0.0819
O  2.32  -1.87  -1.70  -0.7801
C  -3.23  -1.20  -1.41  -0.4905
C  -4.20  -3.30  -0.71  -0.6958
H  0.05  2.49  3.73  0.2714
C  -4.34  1.54  1.83  -1.2260
H  3.58  3.99  -5.65  0.2237
H  -4.04  -2.63  -2.76  0.4485
C  2.16  -5.91  2.48  -0.5882
O  1.69  -9.08  0.98  -0.6092
C  3.69  0.31  -3.17  -0.7358
H  0.08  5.33  1.36  0.2160
C  4.90  -0.11  2.15  -0.3171
S  4.56  -0.40  0.48  -0.1384
H  -4.83  0.57  1.92  0.4049
C  -2.87  -0.86  -0.10  -0.0633
H  -5.28  2.43  -1.02  0.4214
C  2.90  0.01  0.78  0.1424
H  -5.12  2.31  1.82  0.4481
C  2.37  0.48  -2.77  -0.1238
C  -1.24  3.72  0.83  1.0874
C  -0.90  5.07  0.98  -0.7448
H  -1.49  7.13  0.81  0.3851
H  2.09  -3.82  2.98  0.5459
C  3.76  0.24  2.79  -0.9376
C  1.60  1.52  -3.28  -0.4419
C  1.74  -4.60  2.32  -0.3574
N  2.12  -8.26  1.77  1.0081
H  -4.39  4.23  -0.34  0.2058
C  -4.52  1.66  -1.16  -1.3391
N  -3.06  -1.60  2.26  -0.6543
C  4.25  1.19  -4.07  -0.7648
H  3.69  0.47  3.84  0.3812
C  -3.93  -2.98  0.59  -0.3891
C  1.68  -6.87  1.60  -0.0076
C  0.81  -6.55  0.57  -0.5483
C  -3.84  -2.39  -1.72  -0.7402
C  2.16  2.39  -4.19  -0.7900
H  -4.03  1.85  -2.12  0.3579
H  -0.28  -4.95  -0.37  0.5591
H  0.73  4.00  3.13  0.4042
Hf  -0.22  -0.29  0.66  1.0406
C  0.87  -4.27  1.30  -0.0168
H  -4.20  -3.64  1.40  0.5120
O  0.88  -1.95  1.87  -0.8029
H  1.69  4.19  0.23  0.5463
O  2.88  -8.51  2.68  -0.6110
H  -2.95  -0.50  -2.19  0.4908
S  1.71  -0.58  -1.56  1.4229
H  -3.74  6.57  -0.07  0.4112
C  -3.23  -1.80  0.93  0.5162
Si  0.15  2.47  1.21  0.5402
C  3.49  2.25  -4.59  1.0360
H  5.27  1.06  -4.39  0.3085
H  2.83  -6.20  3.27  0.4901
H  5.04  3.15  -5.57  0.2214
H  2.49  2.62  0.29  0.2553
H  0.57  1.64  -2.96  0.5658
C  0.40  -5.24  0.42  -0.4025
C  0.71  2.92  2.97  -1.2215
H  5.89  -0.23  2.55  0.4588
H  1.71  2.52  3.14  0.2268
C  -3.04  5.78  0.18  -0.8070
C  -3.40  4.46  0.03  -0.7491
H  -5.04  0.71  -1.22  0.4203
Se  -1.75  -0.70  2.95  0.0505
C  0.42  -2.86  1.13  1.2190
H  -3.74  1.71  2.73  0.2989
H  -4.69  -4.23  -0.97  0.4332

Computed properties:
Relative energy (zero: lowest compared OMol25 entry of this formula, charge and spin), eV: 0.249
F_max, eV/A: 0.9
HOMO, eV: -7.558
Total charge: 0
E, eV: -159009.25833
Orbital gap, eV: 5.4

No. 2
Molecular formula: C32H32N3O2PRbS
Method: DFT, ωB97M-V with the def2-TZVPD basis set

Last column: Mulliken charge in e.
Element x y z (Å)
C  0.17  -3.26  2.09  -0.5750
H  1.87  4.45  -1.73  0.3552
S  -2.49  -0.38  -0.61  -0.3058
H  5.52  0.40  0.94  0.4877
C  2.42  -2.15  -2.47  -0.0608
H  2.59  6.25  0.58  0.3252
C  -0.32  -4.40  2.72  -0.5392
H  0.19  -2.32  2.62  0.3195
C  1.08  5.07  -1.31  -1.1073
H  -0.78  -6.48  2.52  0.3724
P  1.17  -1.71  0.03  0.5437
H  -3.65  -4.04  2.34  0.4380
H  -0.65  -4.33  3.75  0.4162
C  -3.31  -1.41  0.42  -0.0334
C  -0.39  -5.60  2.03  -0.4867
C  4.85  -2.88  1.50  -0.7838
N  -2.86  -2.58  0.97  0.0744
C  -3.92  4.53  -0.74  -0.3334
H  5.30  -3.78  1.88  0.4073
C  0.61  -3.31  0.76  -0.1561
H  -6.39  -0.28  0.96  0.3059
H  -5.83  -2.35  2.26  0.3817
C  -3.43  5.80  -1.02  -0.6119
H  1.23  -2.96  -5.54  0.3469
C  0.55  -4.53  0.09  0.1028
H  1.28  6.12  -1.59  0.2892
N  -4.56  -1.25  0.91  0.1454
C  1.24  -2.17  -1.74  0.2804
C  -3.16  3.64  0.03  -0.0331
H  -3.60  2.66  0.20  0.0907
H  -0.89  -2.41  -1.87  0.1832
H  -1.76  7.13  -0.75  0.2492
C  -4.88  -2.30  1.76  -0.4958
C  2.94  -1.74  0.55  0.3303
H  3.35  -1.89  -1.98  0.3834
C  -0.07  5.66  0.73  -0.8202
H  0.89  -4.59  -0.93  0.4535
H  -4.00  6.50  -1.61  0.3392
C  -1.44  5.24  0.24  0.3450
N  1.02  4.89  0.12  0.5179
C  2.29  5.20  0.74  -1.1370
H  6.61  -1.68  1.80  0.3717
H  -4.97  0.79  1.14  0.3154
C  -1.90  3.94  0.57  -0.8666
C  3.68  -0.55  0.50  0.6757
H  0.00  -6.60  0.17  0.3959
Rb  0.37  1.92  0.45  0.7923
H  0.09  6.75  0.55  0.2945
C  1.23  -2.74  -4.48  -0.5197
C  3.08  0.73  -0.06  -0.0199
O  2.14  0.57  -0.88  -0.7523
C  -3.82  -3.12  1.80  -0.4528
H  -0.90  -2.95  -4.26  0.4169
C  0.05  -5.66  0.72  -0.6884
H  -0.01  5.50  1.81  0.3982
H  2.97  -3.81  1.11  0.4044
H  0.13  4.78  -1.76  0.2859
H  3.07  4.54  0.33  0.3244
C  3.53  -2.89  1.06  -0.4245
H  -4.89  4.23  -1.12  0.3351
H  -1.92  -2.92  0.83  0.2068
O  3.51  1.81  0.38  -0.7419
C  -2.18  6.14  -0.53  -0.3289
C  4.99  -0.54  0.97  -0.5463
H  2.23  5.03  1.81  0.2669
C  2.42  -2.44  -3.83  -0.7298
C  0.05  -2.45  -2.41  -0.0568
C  0.04  -2.74  -3.76  -0.6638
C  5.58  -1.70  1.45  -0.5587
H  -5.36  0.11  -0.44  0.3217
C  -5.38  -0.09  0.63  -0.8446
H  3.35  -2.42  -4.38  0.3847

Computed properties:
F_max, eV/A: 0.7
HOMO, eV: -3.258
Total charge: -1
E, eV: -63049.87927
Orbital gap, eV: 5.4

No. 3
Molecular formula: C32H32N9NaO4S
Method: DFT, ωB97M-V with the def2-TZVPD basis set

Last column: Mulliken charge in e.
Element x y z (Å)
C  -2.12  -5.76  2.65  -0.1152
C  -2.30  4.42  -3.63  -0.5321
C  -0.56  -4.28  1.27  0.2943
N  -4.52  2.23  -2.05  -0.5231
C  -3.16  -6.68  2.72  -0.6380
H  0.81  2.87  -0.32  0.0732
H  4.20  1.09  4.52  0.3608
C  -3.78  -7.13  1.57  -0.2823
H  5.74  0.55  2.62  0.2715
C  2.86  -0.51  4.03  -0.6733
H  3.55  0.99  0.72  0.2657
C  -3.99  0.79  -0.26  -0.2000
C  -1.14  4.76  -1.15  -0.3798
N  1.26  1.36  1.14  -0.2950
N  -0.22  -0.17  -1.62  0.0989
H  2.16  -0.28  4.82  0.3184
H  2.45  6.52  -2.83  0.2511
N  3.84  1.35  -0.18  -0.8490
O  0.69  5.90  -2.07  -0.4622
N  2.86  -1.46  -1.53  -0.3528
H  0.73  0.65  0.64  0.0313
C  -0.66  0.83  -3.73  -1.2503
C  1.66  2.42  0.22  -0.5273
H  0.00  -3.25  4.66  0.3299
H  1.05  6.89  -3.86  0.3470
H  2.89  2.68  -1.51  0.3417
H  4.11  0.52  -0.70  0.3832
C  -3.36  -6.66  0.33  -0.5902
H  1.67  5.22  -3.76  0.3713
C  -2.32  4.07  -1.26  0.0858
C  -2.32  -5.74  0.26  -0.4424
N  -4.21  3.29  -2.65  -0.7272
H  2.12  1.09  -1.39  -0.1910
C  2.63  1.88  -0.81  0.1626
H  -0.61  5.48  -4.42  0.3578
H  1.35  -2.39  5.46  0.4182
Na  0.86  -1.95  -0.15  0.7736
C  2.60  -1.56  3.15  0.7277
O  -1.01  -0.89  0.86  -0.4763
H  -5.01  1.00  0.07  0.3387
C  -1.08  5.10  -3.53  -0.4382
C  -3.16  0.05  0.54  -1.1124
C  4.00  0.26  3.86  -0.4189
H  -1.63  -5.39  3.53  0.3606
N  1.00  -3.05  2.27  0.2602
C  1.38  -2.39  3.30  0.5917
H  -3.51  -0.36  1.49  0.4280
H  -0.33  1.01  -4.75  0.4227
O  4.14  -2.57  -3.49  -0.6480
H  -2.77  4.30  -4.59  0.3610
C  -2.30  1.01  -1.98  0.7342
S  3.24  -2.64  -2.30  0.1581
C  0.17  0.13  -2.84  -0.5632
O  -0.21  -3.96  0.12  -0.8728
N  -0.09  -3.86  2.44  -0.7594
H  5.15  -1.36  1.14  0.3964
C  -1.89  1.26  -3.30  -0.6730
C  -1.82  -0.24  0.16  0.4707
C  -0.50  5.26  -2.28  0.8727
H  -0.66  4.91  -0.18  0.3264
H  -2.79  3.65  -0.38  0.3078
C  -1.43  0.23  -1.19  0.2844
H  0.02  -1.49  4.72  0.2540
H  -2.55  1.77  -3.99  0.6239
C  4.52  -1.10  1.99  -0.2380
C  4.86  -0.04  2.81  -0.3666
C  -3.59  1.38  -1.45  -0.0237
C  0.66  -2.38  4.62  -1.5677
H  1.16  -0.21  -3.12  0.5850
H  -1.97  -5.35  -0.69  0.4360
N  3.44  -1.85  2.15  -0.3434
H  -3.49  -7.04  3.69  0.3569
H  -4.60  -7.85  1.63  0.3496
C  1.50  6.14  -3.20  -0.9272
C  -2.91  3.87  -2.51  -0.1276
C  -1.69  -5.28  1.41  0.3203
H  2.15  3.21  0.80  0.4759
H  -3.84  -7.01  -0.57  0.3648
H  0.64  1.71  1.86  0.2436

Computed properties:
Relative energy (zero: lowest compared OMol25 entry of this formula, charge and spin), eV: 0.079
F_max, eV/A: 0.3
HOMO, eV: -2.057
Total charge: -2
E, eV: -70557.06624
Orbital gap, eV: 6.0